Density functional theory data (the ωB97M-V functional and the def2-TZVPD basis) for a single C5H6IN molecule.

Structure (XYZ):
```
13
Properties=species:S:1:pos:R:3:forces:R:3:nbo_charge:R:1
C 1.59336 -1.08698 -0.21476 -0.103 -2.809 0.062 -0.674
C 0.46799 -0.16590 -0.15566 -0.340 -0.970 -0.020 0.378
C -0.84872 -0.74812 0.26256 -0.208 1.196 -3.006 -0.687
N 0.84076 1.03954 -0.34885 -0.543 1.409 -0.514 -0.477
C -0.14698 1.97203 -0.30189 -0.922 -2.017 0.903 0.148
C -1.31033 2.21763 0.00411 -0.121 2.028 -0.387 -0.349
I -2.82058 3.54646 0.24564 0.234 -0.434 -0.007 0.265
H 1.70369 -1.84640 0.55235 -0.725 0.060 0.769 0.219
H 2.37195 -0.45435 -0.07208 3.005 1.408 -0.169 0.237
H 1.72726 -1.74497 -1.07592 -0.332 0.627 -0.609 0.235
H -1.03130 -0.43087 1.21296 -0.767 1.006 2.805 0.241
H -0.82482 -1.78345 0.25098 0.501 -2.078 0.106 0.221
H -1.72227 -0.51463 -0.35944 0.322 0.571 0.065 0.243
```
Forces are in eV/Å.

calculated total energy = -14869.325 eV
frontier orbital gap = 0.3361 hartree
LUMO = 0.3 eV
E_HOMO = -0.325 hartree
SMILES = CC(C)=NC#CI

---

Density functional theory data (the ωB97M-V functional and the def2-TZVPD basis) for a single C5H6IO2P molecule.

Structure (XYZ):
```
15
Properties=species:S:1:pos:R:3:forces:R:3:lowdin_spin:R:1
C 0.03734 0.73461 0.58536 -2.094 -0.860 -2.543 0.405
C -0.62220 -0.48069 1.14448 0.290 -1.212 0.959 0.673
C -0.29632 0.63466 -0.80560 -0.514 -2.264 2.345 0.103
C 0.16132 1.39300 -1.82469 -0.019 -0.829 -1.251 0.444
C -1.00559 -1.41998 -0.01894 0.282 1.642 0.542 0.065
O -1.04634 -0.57919 -1.13877 1.081 2.682 0.383 -0.020
O -0.12503 -2.43409 -0.24557 1.413 -1.392 0.354 0.025
P 0.91910 2.09989 1.33204 1.143 -1.857 1.543 0.060
I -0.30559 -1.19315 3.10487 -0.169 0.291 -1.193 0.138
H 0.14146 0.95725 -2.81935 -0.154 0.543 0.021 0.027
H 0.89217 2.07593 -1.52237 0.847 1.369 -0.161 0.033
H -1.99487 -1.73084 0.17312 -1.363 -0.891 0.039 0.014
H -0.17547 -2.87351 -1.11545 -0.528 0.689 0.512 0.003
H 2.01459 1.57505 0.60292 0.607 0.748 0.032 0.025
H 1.40543 1.24106 2.54796 -0.822 1.342 -1.581 0.004
```
Forces are in eV/Å.

calculated total energy = -26761.248 eV
frontier orbital gap (spin up / spin down) = 0.2526 / 0.2574 hartree
LUMO (spin up / spin down) = 0.4 / -2.3 eV
E_HOMO (spin up / spin down) = -0.237 / -0.343 hartree
spin multiplicity = 3

---

Density functional theory data (the ωB97M-V functional and the def2-TZVPD basis) for C5H6K4NO3 as an isolated structure.

Structure (XYZ):
```
19
Properties=species:S:1:pos:R:3:forces:R:3:nbo_charge:R:1
K -0.74387 -6.51334 2.06414 0.049 -0.037 -0.144 0.999
K -4.26239 -0.95898 0.48160 0.167 0.274 -0.206 0.997
K -2.96527 -0.85740 7.01438 0.078 0.196 0.094 1.000
K 4.15675 -3.58934 4.02337 0.028 0.352 -0.172 0.999
O 1.60768 -0.22945 2.73601 1.175 1.664 0.116 -0.689
C 0.56111 -0.98968 2.66844 -2.119 -5.210 -0.299 0.902
O 0.69109 -2.17002 2.35784 1.092 -2.727 -0.986 -0.847
O -0.53808 -0.54086 3.04513 -1.500 1.968 0.541 -0.865
H 0.93642 0.36377 3.08113 1.068 3.572 0.972 0.502
N 0.39966 1.62077 -1.62859 -0.916 -0.337 -0.274 -0.509
C -0.12589 0.54089 -2.28156 0.174 -1.881 0.166 -0.115
C -0.34629 0.83224 -3.62051 -0.368 -1.779 2.120 -0.292
C -0.02263 2.15955 -3.73337 -0.697 1.582 -1.733 -0.299
C 0.35404 2.63030 -2.51923 1.502 1.895 0.019 -0.063
H 0.74313 1.70437 -0.68247 -0.235 -0.251 -0.294 0.420
H -0.24440 -0.41108 -1.78547 0.170 0.002 0.094 0.179
H -0.74552 0.10992 -4.31712 0.108 0.304 -0.157 0.228
H -0.20404 2.69869 -4.65142 0.386 0.404 0.221 0.237
H 0.74858 3.59958 -2.25232 -0.162 0.009 -0.080 0.217
```
Forces are in eV/Å.

calculated total energy = -78192.588 eV
frontier orbital gap = 0.1595 hartree
LUMO = -8.5 eV
E_HOMO = -0.472 hartree
total charge = +3

---

Density functional theory data (the ωB97M-V functional and the def2-TZVPD basis) for C5H6LiO4Tl as an isolated structure.

Structure (XYZ):
```
17
Properties=species:S:1:pos:R:3:forces:R:3:nbo_charge:R:1
O 3.43924 0.27860 0.42148 0.546 -0.272 0.305 -0.827
C 2.28741 0.76185 0.27110 0.361 1.026 0.199 0.976
O 1.95739 1.88875 0.71922 -0.018 0.190 0.114 -0.820
O 1.42863 0.02427 -0.44448 -0.363 -0.580 -0.157 -0.529
C 0.28089 0.64290 -1.02762 -0.110 2.833 0.528 -0.052
Tl 4.46851 2.26108 1.64440 -0.995 -0.683 -0.594 0.883
H 0.16407 0.17162 -2.01260 -0.478 -0.269 0.624 0.184
H 0.52399 1.68850 -1.26022 0.313 -0.103 0.116 0.178
C -1.05320 0.68334 -0.11220 2.968 -1.322 -2.501 -0.448
C -1.38622 -0.73486 -0.26749 -3.753 -4.761 0.353 -0.471
H -1.74297 1.37051 -0.62478 0.090 -0.083 0.498 0.207
H -0.81619 0.90735 0.93770 -0.129 0.302 -0.537 0.237
Li -1.07514 -3.36561 0.03087 -0.479 0.574 0.158 0.944
O -2.65433 -2.64951 0.55753 1.270 0.120 -0.525 -0.924
C -2.08261 -1.46946 0.66244 0.001 0.738 1.436 0.178
H -2.12643 -1.02221 1.67714 -0.220 -0.045 -0.083 0.113
H -1.61303 -1.43712 -1.17247 0.995 2.334 0.066 0.171
```
Forces are in eV/Å.

calculated total energy = -18370.173 eV
frontier orbital gap = 0.2455 hartree
LUMO = -0.5 eV
E_HOMO = -0.265 hartree

---

Density functional theory data (the ωB97M-V functional and the def2-TZVPD basis) for C5H6LiO4Zn as an isolated structure.

Structure (XYZ):
```
17
Properties=species:S:1:pos:R:3:forces:R:3:lowdin_spin:R:1
O 3.05826 1.01241 0.89438 1.581 0.184 -0.348 0.207
C 2.46808 0.04229 0.34028 -1.973 -1.846 0.110 0.024
O 2.99580 -1.02196 0.04598 0.184 0.763 0.098 0.008
O 1.10303 0.22868 0.18990 1.781 1.688 -0.692 0.025
C 0.26570 -0.75585 0.57324 -4.762 1.507 1.722 0.002
C -1.02682 -0.81134 -0.13786 0.166 -3.154 -5.982 0.000
Li 4.76345 -0.25564 0.64835 -0.108 -0.261 -0.129 0.029
H 0.76445 -1.72289 0.71652 -0.868 0.097 0.943 0.000
H -0.80438 -1.17137 -1.15643 -0.798 0.673 -0.545 0.000
H -1.63988 -1.62949 0.26083 -0.148 0.654 0.302 0.000
H -0.83736 -0.23329 1.21360 3.774 -0.264 2.071 0.000
Zn 2.47195 2.57832 1.73163 -0.472 1.090 0.521 0.705
C -2.14517 0.70289 -0.75976 2.519 -0.498 2.433 0.000
C -3.32188 0.39749 -1.40488 -2.456 -1.167 -1.473 0.000
O -4.27520 0.12366 -1.96081 2.045 0.586 1.252 0.000
H -2.34667 1.19893 0.19907 -0.309 0.197 -0.334 0.000
H -1.49337 1.31717 -1.39404 -0.156 -0.250 0.050 0.000
```
Forces are in eV/Å.

calculated total energy = -62074.012 eV
frontier orbital gap (spin up / spin down) = 0.2671 / 0.2779 hartree
LUMO (spin up / spin down) = -8.4 / -8.7 eV
E_HOMO (spin up / spin down) = -0.577 / -0.596 hartree
spin multiplicity = 2
total charge = +2

---

Density functional theory data (the ωB97M-V functional and the def2-TZVPD basis) for an isolated ion of composition C5H6N and charge +1.

Structure (XYZ):
```
12
Properties=species:S:1:pos:R:3:forces:R:3:nbo_charge:R:1
C 1.33767 0.25999 -0.57828 1.239 -0.578 2.104 0.179
C 1.71842 -0.25088 0.49118 -0.322 1.254 -2.309 0.013
N 0.78307 -0.53410 1.49469 -1.070 0.807 -2.716 -0.426
C -0.45716 -0.31505 1.08909 1.642 -0.121 0.242 0.323
C -0.88228 0.08615 -0.27073 4.550 -1.525 -0.913 -0.451
C 0.23397 0.79099 -1.32415 -1.388 -3.107 -0.691 -0.442
H 1.08644 -1.00567 2.32003 -0.405 -0.196 0.961 0.461
H -1.18462 -0.66660 1.73165 -1.682 -0.402 1.488 0.237
H -1.76599 0.52888 -0.44902 -3.330 1.590 0.297 0.277
H -0.96239 -0.93608 -0.71121 -0.067 0.221 0.187 0.294
H -0.01661 0.21903 -2.27712 0.661 0.931 1.032 0.269
H 0.10948 1.82333 -1.51613 0.171 1.126 0.318 0.267
```
Forces are in eV/Å.

calculated total energy = -6760.196 eV
frontier orbital gap = 0.3355 hartree
LUMO = -5.7 eV
E_HOMO = -0.544 hartree
total charge = +1
SMILES = C1#C[NH+]=CCC1

---

Density functional theory data (the ωB97M-V functional and the def2-TZVPD basis) for C5H6N as an isolated structure.

Structure (XYZ):
```
12
Properties=species:S:1:pos:R:3:forces:R:3:nbo_charge:R:1
C -1.38765 0.02032 0.48464 0.179 -2.110 -1.153 -0.361
C -2.62477 -0.32065 0.17175 1.680 0.609 0.563 0.390
C 0.01153 -0.69481 0.56171 -3.890 1.647 0.857 0.221
C 0.59383 -1.80056 0.77224 4.297 -1.015 0.447 -0.318
C 0.44894 1.28013 -1.19576 -2.928 -0.384 3.162 -0.230
N -0.11096 0.67483 0.45794 0.534 0.850 -4.894 -0.380
H 1.71204 -1.96825 0.93450 -1.620 0.677 -0.295 0.272
H 0.04527 -2.67633 0.75034 -1.226 -1.582 0.047 0.264
H -0.30477 0.84093 -1.80582 -0.109 -0.744 -0.565 0.237
H 0.21328 2.29673 -1.04360 0.325 1.274 -0.057 0.224
H 1.43593 0.97135 -1.21313 1.773 -0.541 -0.218 0.228
H -0.03267 1.37632 1.12517 0.984 1.320 2.105 0.453
```
Forces are in eV/Å.

calculated total energy = -6756.411 eV
frontier orbital gap = 0.3411 hartree
LUMO = -5.8 eV
E_HOMO = -0.556 hartree
total charge = +1

---

Density functional theory data (the ωB97M-V functional and the def2-TZVPD basis) for an isolated ion of composition C5H6N and charge +1.

Structure (XYZ):
```
12
Properties=species:S:1:pos:R:3:forces:R:3:nbo_charge:R:1
C 2.33348 0.12747 -0.05262 -0.610 1.188 -1.551 -0.712
C 0.92497 -0.06583 0.14620 0.993 1.095 0.630 0.175
C -0.21860 -0.24286 0.39162 -2.696 0.892 -1.081 0.011
N -1.62696 -0.25591 0.42623 -0.192 -2.360 3.617 -0.413
C -2.70042 -0.27121 -0.59284 0.092 -0.304 -1.231 0.041
C -2.72469 0.74450 0.19390 -0.512 0.073 -0.056 0.044
H 2.72903 1.17711 -0.10986 -1.028 -0.765 -0.790 0.278
H 2.86502 -0.17826 0.76814 1.228 -1.559 2.051 0.265
H 2.47173 -0.52202 -0.90670 1.221 0.262 -0.407 0.265
H -1.90126 -0.86308 1.25599 0.523 0.702 -1.270 0.427
H -2.95899 -1.03806 -1.37467 0.192 1.262 0.982 0.311
H -3.21135 1.51784 0.82788 0.788 -0.486 -0.892 0.307
```
Forces are in eV/Å.

calculated total energy = -6759.193 eV
frontier orbital gap = 0.3773 hartree
LUMO = -4.4 eV
E_HOMO = -0.538 hartree
total charge = +1
SMILES = CC#C[NH+]1C=C1

---

Density functional theory data (the ωB97M-V functional and the def2-TZVPD basis) for C5H6N as an isolated structure.

Structure (XYZ):
```
12
Properties=species:S:1:pos:R:3:forces:R:3:nbo_charge:R:1
C 1.28249 1.40048 -1.01522 0.100 -1.347 -1.848 -0.074
C 0.97993 0.22869 -1.48369 0.698 1.545 0.730 0.442
C -0.06694 -0.01802 0.30464 -1.082 -1.685 0.225 0.370
C 0.03794 -0.79298 -0.94871 0.568 -0.261 -0.615 -0.578
C -0.89630 -0.31055 1.46484 -1.257 3.141 -1.603 -0.673
N 0.61459 1.03237 0.16495 1.038 2.138 1.278 -0.231
H 1.77954 2.32512 -1.20121 0.193 0.254 -0.053 0.301
H -0.73723 -0.93831 -1.68621 -0.828 0.133 0.260 0.321
H 0.46623 -1.76169 -0.78064 0.534 -0.601 0.037 0.315
H -0.70453 -1.01312 2.14836 1.881 -3.162 2.206 0.273
H -1.71558 -0.74852 0.90904 -1.417 0.497 0.644 0.252
H -1.04015 0.59653 2.12386 -0.429 -0.651 -1.263 0.281
```
Forces are in eV/Å.

calculated total energy = -6759.621 eV
frontier orbital gap (spin up / spin down) = 0.3234 / 0.3234 hartree
LUMO (spin up / spin down) = -6.7 / -6.7 eV
E_HOMO (spin up / spin down) = -0.569 / -0.569 hartree
total charge = +1

---

Density functional theory data (the ωB97M-V functional and the def2-TZVPD basis) for an isolated ion of composition C5H6N and charge +1.

Structure (XYZ):
```
12
Properties=species:S:1:pos:R:3:forces:R:3:nbo_charge:R:1
C 2.71887 0.32841 0.08137 -2.329 0.688 1.575 -0.638
C 1.51663 -0.61757 -0.14588 -1.786 -0.812 -0.171 -0.117
C 0.17832 -0.37686 -0.14285 1.670 0.560 0.322 0.183
C -1.10215 -0.05145 -0.06753 0.039 -0.806 0.232 -0.080
C -2.36297 0.03066 0.11021 1.024 0.277 -1.034 0.388
N -3.64046 0.19808 0.03688 4.566 -0.947 2.556 -0.637
H 3.36783 0.25184 -0.69851 1.693 -0.605 -2.576 0.251
H 3.32095 0.03748 0.93686 -0.369 -0.272 0.379 0.265
H 2.51487 1.41336 0.14317 -0.518 -0.720 0.223 0.249
H 1.78945 -1.72844 -0.37118 -0.579 1.959 0.455 0.293
H -4.15884 0.14733 0.84519 -1.400 -0.240 2.392 0.423
H -4.14249 0.36716 -0.72773 -2.010 0.915 -4.353 0.421
```
Forces are in eV/Å.

calculated total energy = -6761.375 eV
frontier orbital gap = 0.3161 hartree
LUMO = -5.7 eV
E_HOMO = -0.526 hartree
total charge = +1
SMILES = CC=C=C=C=[NH2+]

---

Density functional theory data (the ωB97M-V functional and the def2-TZVPD basis) for C5H6N as an isolated structure.

Structure (XYZ):
```
12
Properties=species:S:1:pos:R:3:forces:R:3:nbo_charge:R:1
C -0.01020 -1.13644 -1.49173 0.443 0.393 0.812 -0.067
C -0.15318 0.04924 -0.74807 1.261 0.684 -0.568 0.117
C -0.14727 -0.03736 -2.18820 -2.142 1.131 -1.652 -0.057
C 0.21302 0.83635 0.36832 0.950 0.790 1.978 -0.159
C -0.92893 0.15683 1.09802 -0.172 -0.718 -0.989 -0.248
N 0.47920 -0.11504 1.50098 -0.450 3.462 1.995 -0.533
H 0.14970 -2.17301 -1.40577 0.144 -0.979 -0.130 0.269
H -0.40753 0.38316 -3.23162 0.669 -0.576 2.111 0.302
H 0.45203 1.90533 0.65901 0.059 -1.426 -1.395 0.283
H -1.46724 0.85231 1.69908 -0.364 0.143 0.593 0.226
H 0.86547 -0.97413 1.34864 0.941 -3.005 -1.004 0.412
H 0.95491 0.25276 2.39136 -1.337 0.101 -1.751 0.454
```
Forces are in eV/Å.

calculated total energy = -6758.469 eV
frontier orbital gap = 0.3516 hartree
LUMO = -3.6 eV
E_HOMO = -0.484 hartree
total charge = +1

---

Density functional theory data (the ωB97M-V functional and the def2-TZVPD basis) for a 2-piece molecular cluster, C5H6N overall.

Structure (XYZ):
```
12
Properties=species:S:1:pos:R:3:forces:R:3:nbo_charge:R:1
C -1.39473 0.33734 0.04757 3.189 -0.938 0.798 -0.336
C -2.59851 0.54312 -0.28203 -2.359 0.582 -0.593 0.417
C -0.43664 -0.81586 0.10670 -1.430 0.347 -0.215 0.218
C -0.23214 -2.07513 -0.14508 0.787 -0.643 0.142 -0.281
C 0.95944 1.25473 -0.31456 1.244 0.891 -0.764 -0.433
N -0.01852 0.45434 0.37961 -0.224 1.006 2.031 -0.194
H 0.73721 -2.51965 0.03038 0.123 0.006 0.047 0.259
H -1.01056 -2.72191 -0.51093 -0.261 0.072 -0.043 0.273
H 0.84907 1.16266 -1.39838 -0.194 -0.184 0.104 0.254
H 0.84174 2.30254 -0.04009 -0.107 -0.154 0.023 0.252
H 1.96294 0.91969 -0.03438 -0.283 -0.029 0.040 0.252
H 0.34068 1.15812 2.16121 -0.485 -0.957 -1.570 0.320
```
Forces are in eV/Å.

calculated total energy = -6754.126 eV
frontier orbital gap (spin up / spin down) = 0.2457 / 0.3289 hartree
LUMO (spin up / spin down) = -8.5 / -6.7 eV
E_HOMO (spin up / spin down) = -0.558 / -0.574 hartree
total charge = +1